Below is C18H33ClNO2P2Pr as an isolated structure at a distorted geometry, with properties calculated with ωB97M-V/def2-TZVPD.

XYZ file:
```
58
Properties=species:S:1:pos:R:3:mulliken_charge:R:1
C 0.56 -0.26 -6.39 -1.112
C 0.58 0.00 -4.96 0.911
H 1.56 0.01 -6.75 0.334
H -0.23 0.34 -6.87 0.356
H 0.30 -1.29 -6.66 0.306
O 1.57 0.25 -4.30 -0.477
Cl -1.03 -0.05 -4.21 -0.221
Pr -0.74 -0.33 -0.29 0.466
P -0.01 2.39 -1.12 1.035
C 1.55 3.20 -0.62 -1.453
C -0.13 3.11 -2.80 -1.214
H -0.19 4.20 -2.74 0.443
H -0.92 4.51 -0.34 0.450
H -1.02 2.72 -3.31 0.368
H -2.22 3.31 -0.68 0.445
H 2.34 2.87 -1.30 0.423
H 0.76 2.82 -3.37 0.331
C -1.23 3.45 -0.23 -1.321
H 1.43 4.30 -0.70 0.481
H -1.29 3.19 0.84 0.311
H 1.82 2.94 0.41 0.352
P 0.23 -2.89 -1.26 0.785
C 1.80 -3.72 -0.83 -1.255
C -0.96 -4.00 -0.38 -1.340
H -0.83 -3.20 -3.44 0.363
H 0.03 -4.68 -2.89 0.439
H 0.95 -3.29 -3.54 0.383
C 0.08 -3.58 -2.95 -1.291
H -1.98 -3.79 -0.72 0.431
H -0.69 -5.04 -0.62 0.429
H 1.69 -4.80 -1.01 0.424
H 2.04 -3.54 0.23 0.382
H -0.90 -3.84 0.71 0.405
H 2.59 -3.32 -1.46 0.404
C 1.68 -0.21 -0.62 0.223
O 2.84 -0.13 -0.71 -0.146
C 0.33 2.49 3.22 -0.594
N 1.02 1.27 3.50 0.133
C 1.61 1.15 4.79 -0.881
C 0.75 0.06 2.76 -0.414
C -0.72 -0.32 2.87 0.403
C -1.21 -0.93 4.04 -0.617
C -2.58 -1.24 4.11 -0.737
C -3.44 -0.98 3.04 -0.813
C -2.95 -0.35 1.88 -0.670
C -1.62 0.01 1.88 1.331
H 0.78 3.25 3.88 0.406
H -0.75 2.44 3.42 0.263
H 0.46 2.78 2.17 -0.113
H 0.89 0.82 5.58 0.304
H 2.44 0.42 4.77 0.301
H 1.99 2.15 5.09 0.332
H 1.07 0.24 1.71 -0.965
H 1.41 -0.72 3.17 0.649
H -0.53 -1.11 4.88 0.467
H -2.96 -1.69 5.01 0.445
H -4.49 -1.22 3.12 0.439
H -3.58 -0.18 0.99 0.479
```

The largest force on an atom comes out at 6.9 eV Å⁻¹. The total charge is +2. The spin multiplicity is 3. For the orbital gap (spin up / spin down), the calculation gives 0.205 / 0.209 Eh.